Density functional theory data (the ωB97M-V functional and the def2-TZVPD basis) for the molecule C2H4N2O.

Output
Kohn-Sham gap (spin up / spin down)	8.10 / 8.26	eV
charge	0
relative energy (zero: lowest compared OMol25 entry of this formula, charge and spin)	562.1	kJ/mol
HOMO level (spin up / spin down)	-9.6 / -9.6	eV
total energy	-263.14916	Eh

Last column: Mulliken charge in e.
Element x y z (Å)
N: -1.045 -0.360 0.832  -0.33
C: -0.446 0.516 -0.081  -0.22
N: 1.005 0.654 -0.284  -0.46
C: 0.491 -0.582 -0.756  0.22
O: 0.381 -1.501 0.168  -0.42
H: -1.296 0.189 1.683  0.21
H: -1.006 1.415 -0.342  0.37
H: 1.488 0.472 0.598  0.27
H: 0.429 -0.802 -1.819  0.37